C21H55F3O10S7 | the ωB97M-V functional and the def2-TZVPD basis

The value obtained for the lowest unoccupied orbital energy is 3.2 eV. The calculation puts the energy relative to the best compared isomer or geometry (same formula, charge and spin) at 0.0 kJ/mol.

```
! wB97M-V def2-TZVPD RIJCOSX def2/J DEFGRID3
* xyz -2 1
H 2.72 -1.64 -11.84
H 4.30 -10.10 -11.12
H 4.84 -5.84 -8.42
H 3.94 -5.90 -11.02
H 4.85 -1.87 -15.92
C 4.23 -1.27 -15.25
C 6.80 -9.28 -11.82
O -1.65 -8.19 -6.69
C 8.18 -8.66 -11.52
H 3.35 0.49 -6.18
H -0.82 0.27 -12.21
H 6.18 -8.09 -8.99
C 0.88 -4.35 -10.85
H -0.64 -8.07 -14.47
H 4.67 0.37 -7.29
H 1.55 -6.25 -10.32
H 5.12 -2.12 -8.36
H -0.17 -4.64 -11.03
H 0.79 -1.62 -10.91
C 6.34 -8.42 -7.96
H 0.78 -7.36 -13.78
C -1.42 -6.63 -8.71
H -0.40 1.98 -12.04
H 7.38 -8.29 -7.67
C -0.04 0.97 -11.89
C -3.15 -8.66 -8.84
S 7.21 -4.33 -12.39
S 3.97 -2.35 -13.83
C 4.18 -1.81 -8.83
S 0.55 0.63 -10.21
H 7.96 -2.86 -14.12
H 5.65 -12.09 -9.27
H 8.94 -2.72 -12.63
H 4.44 -10.89 -8.86
C 0.37 -7.73 -14.74
H 7.41 -1.89 -12.73
S 0.39 -6.33 -15.88
H 1.04 -8.46 -15.17
H 3.99 -12.19 -9.96
H 5.95 -9.43 -7.91
F 8.14 -7.52 -10.77
C 1.80 -5.59 -11.21
H 2.00 -1.12 -13.30
H 3.25 -1.16 -15.73
O 6.04 -8.56 -12.55
H 4.79 -0.35 -15.08
O 3.14 -3.41 -14.40
H 3.08 1.08 -7.81
H 7.56 -3.70 -10.04
H 5.99 -3.09 -10.74
H 7.15 -10.21 -12.40
S 2.91 -1.32 -7.64
O 1.50 -6.15 -12.36
S 5.41 -7.41 -6.79
F 8.83 -8.37 -12.65
H 5.31 -11.37 -11.75
H -1.94 -6.05 -15.24
C 3.59 0.30 -7.24
H -0.42 -6.31 -8.44
H 3.51 -4.66 -10.08
C -1.03 -5.45 -15.21
C 4.80 -11.53 -9.66
O 3.06 -2.18 -6.44
H 0.82 0.77 -12.54
H -1.15 -4.46 -15.65
H -3.29 -9.75 -8.88
H -0.88 -1.21 -10.72
O 6.02 -4.75 -13.15
C 3.25 -5.05 -11.09
O 1.53 -5.52 -15.42
O 6.23 -9.84 -10.61
H -2.27 -6.18 -8.20
H 6.56 -5.77 -8.18
H -3.86 -8.33 -8.08
H 1.07 -3.60 -11.64
C 7.93 -2.81 -13.04
O 2.04 0.71 -10.40
F 8.96 -9.52 -10.79
H -0.82 -5.20 -14.16
S -1.48 -8.37 -8.16
H 0.02 -1.63 -9.29
O 6.29 -7.38 -5.57
H 3.58 -0.31 -12.77
C 5.61 -5.84 -7.65
H 0.97 -3.99 -9.82
H 3.56 -4.32 -11.85
H 5.48 -5.03 -6.94
H 6.24 -4.81 -10.36
H -1.61 -6.51 -9.78
C 2.98 -1.22 -12.81
H 3.69 -2.62 -9.37
H -3.36 -8.34 -9.86
C 6.72 -3.90 -10.71
C 0.10 -1.10 -10.24
H 4.33 -0.96 -9.50
C 5.18 -10.70 -10.89
*
```